{
  "formula": "C5H16Cl2O3",
  "method": "ωB97M-V with the def2-TZVPD basis set",
  "homo_lumo_gap_ev": 11.00,
  "charge": 0,
  "smiles": "ClCCCl.CO.CO.CO",
  "elements": ["Cl", "C", "C", "Cl", "H", "H", "H", "H", "C", "O", "H", "H", "H", "H", "C", "O", "H", "H", "H", "H", "C", "O", "H", "H", "H", "H"],
  "xyz": [[2.5679, -2.0930, 1.0717], [2.5288, -0.5498, 0.1820], [1.6916, -0.6084, -1.0824], [0.0181, -1.1068, -0.7590], [3.5490, -0.2737, -0.0688], [2.1002, 0.1808, 0.8649], [2.1184, -1.2940, -1.8088], [1.6407, 0.4030, -1.4814], [0.7565, 0.8203, 3.4877], [2.0623, 1.3930, 3.3395], [0.8622, -0.1342, 4.0005], [0.1226, 1.4478, 4.1167], [0.2829, 0.6734, 2.5185], [2.0064, 2.3229, 3.5714], [-3.1159, -2.9737, -1.4753], [-2.9611, -3.0347, -0.0689], [-3.3945, -3.9361, -1.9120], [-3.8545, -2.2204, -1.7607], [-2.1442, -2.7045, -1.8869], [-3.6389, -3.6125, 0.2860], [-0.2632, 3.0194, -2.0650], [-0.8412, 2.4767, -0.8883], [0.5340, 3.6962, -1.7710], [0.1456, 2.2253, -2.7013], [-0.9976, 3.5596, -2.6668], [-1.7763, 2.3234, -1.0422]],
  "forces_ev_per_a": [[0.1350, -0.0638, -0.1080], [-0.5049, 0.1091, 0.0590], [0.2283, 0.0487, 0.2784], [-0.0960, -0.0562, 0.0079], [0.0593, -0.0057, 0.0295], [0.1612, 0.0486, 0.0331], [-0.0628, -0.0031, -0.0546], [0.0563, -0.0374, -0.1613], [0.2785, 0.1307, 0.3145], [-0.2214, -0.0481, -0.0052], [0.0192, -0.1042, -0.1456], [-0.0754, 0.0323, -0.1034], [-0.0617, -0.0215, -0.0583], [0.0473, -0.0278, -0.0864], [0.1845, -0.0071, -0.1260], [0.0003, -0.1001, 0.0786], [-0.0660, -0.0145, 0.0619], [-0.0068, -0.0001, -0.0671], [-0.0656, 0.1078, -0.0466], [-0.0575, 0.0168, 0.0866], [-0.2238, -0.2841, -0.1939], [0.0209, 0.1482, 0.0904], [0.0525, 0.0503, -0.0155], [0.0750, 0.0463, 0.0684], [0.0662, 0.1482, 0.0617], [0.0573, -0.1133, 0.0022]],
  "lowdin_charge": [0.532, -0.653, -0.648, 0.576, 0.074, 0.045, 0.069, 0.058, -0.148, -0.135, 0.077, 0.077, 0.066, 0.068, -0.179, -0.131, 0.077, 0.074, 0.041, 0.070, -0.167, -0.136, 0.076, 0.068, 0.077, 0.073]
}

***

{
  "formula": "C5H11N2",
  "method": "ωB97M-V with the def2-TZVPD basis set",
  "homo_lumo_gap_ev": 10.88,
  "charge": 1,
  "smiles": "C[C@H]1[NH2+][C@@]12CN2C",
  "elements": ["C", "C", "N", "C", "C", "N", "C", "H", "H", "H", "H", "H", "H", "H", "H", "H", "H", "H"],
  "xyz": [[-1.8888, -0.0008, 1.1891], [-0.4414, -0.0431, 1.0500], [-0.0043, -1.4764, 0.7683], [0.2406, -0.3994, -0.2336], [0.1478, -0.4156, -1.6987], [1.4023, -0.1816, -0.9594], [2.0008, 1.1250, -0.9055], [-2.4318, -0.7069, 0.6227], [-2.2456, 1.1111, 1.0513], [-1.9862, -0.2288, 2.1915], [0.3005, 0.4567, 1.6092], [0.7082, -1.9823, 1.2415], [-0.7194, -2.0787, 0.6757], [0.2701, -1.3266, -2.4347], [-0.1928, 0.4562, -2.1445], [2.8509, 1.0129, -0.2667], [2.3031, 1.5716, -1.9278], [1.2536, 1.7442, -0.2802]],
  "forces_ev_per_a": [[-0.3373, 4.1742, -0.0944], [1.9249, -1.2219, -3.1898], [2.7406, 1.9401, 0.6062], [-1.0468, -0.9140, -0.7199], [1.8114, -2.5743, -1.1486], [-0.1352, -1.1627, 0.1280], [-1.0521, 1.8038, 0.4008], [-0.4701, -0.4726, -1.0215], [0.3951, -2.3060, 0.0880], [-1.0945, -0.3944, 2.3256], [0.0224, 0.6201, 1.5267], [1.4110, 0.2341, 0.5872], [-3.4610, -2.3289, -1.0356], [-0.8465, 1.6225, 1.9336], [-1.2092, 1.4583, -0.8031], [0.8587, 0.2554, 0.0814], [-0.7689, -0.8536, 1.7777], [1.2574, 0.1197, -1.4423]],
  "lowdin_charge": [-0.005, -0.136, 0.242, -0.349, 0.018, -0.080, -0.052, 0.091, 0.161, 0.072, 0.155, 0.179, 0.118, 0.170, 0.093, 0.074, 0.136, 0.112]
}

***

{
  "formula": "C11H13N2",
  "method": "ωB97M-V with the def2-TZVPD basis set",
  "s_squared": 2.0145,
  "spin_multiplicity": 3,
  "homo_lumo_gap_ev": [6.39, 7.15],
  "charge": 1,
  "elements": ["C", "C", "C", "C", "C", "C", "C", "C", "C", "C", "C", "N", "N", "H", "H", "H", "H", "H", "H", "H", "H", "H", "H", "H", "H", "H"],
  "xyz": [[0.8580, -2.8954, 0.4713], [0.8427, -2.7203, -0.8555], [0.7468, -1.7561, 1.3247], [0.8415, -1.4362, -1.3961], [0.7233, -0.4538, 0.8434], [0.7849, -0.2467, -0.5957], [-1.6637, 1.3149, -1.4200], [0.8058, 0.7856, 1.6894], [-0.3723, 1.8795, 1.3544], [0.7440, 0.9529, -1.3412], [-1.6221, 1.1425, 1.0587], [-0.3866, 1.3748, -1.8249], [-2.0507, 0.8371, -0.1396], [0.9140, -3.8298, 0.9142], [0.9896, -3.5129, -1.5227], [0.7015, -2.0606, 2.3769], [0.9859, -1.3833, -2.4728], [-2.4092, 1.5047, -2.0913], [0.8109, 0.4180, 2.6547], [1.7256, 1.3382, 1.5850], [-0.3021, 2.5752, 2.1388], [0.1817, 2.1960, 0.3912], [1.6113, 1.1737, -2.0108], [-2.2005, 0.6506, 1.7322], [-0.3764, 1.8197, -2.6948], [-2.8841, 0.3317, -0.1696]],
  "forces_ev_per_a": [[-0.7467, 2.7213, 1.5888], [0.5562, 1.3825, -1.0764], [0.0991, -1.2163, -0.1740], [0.1681, 1.1372, 0.5007], [0.6864, 0.7916, -2.2250], [-0.0780, -4.7473, 1.6458], [1.5370, -2.2542, 4.7911], [-1.3365, 0.2961, -0.9471], [2.7965, -2.9960, -2.4685], [4.4607, 0.0481, 0.0794], [2.5070, 1.9262, 0.8170], [-4.5248, 1.7901, -1.3021], [1.0234, 1.6931, -5.2598], [0.1066, -1.6938, 0.7131], [-0.0374, -1.1921, -0.8214], [0.1047, 0.9365, -0.1590], [-0.2342, 0.3304, 0.0720], [-1.7543, 0.3426, -1.7273], [-0.4294, -0.2220, 2.4289], [0.4949, -0.0057, -0.3811], [-0.6197, 1.0783, 0.7901], [-1.6178, 0.5780, 1.4089], [-0.7608, 0.0395, 0.8060], [-1.2306, -0.9430, 2.5931], [0.5269, 0.9009, -1.5828], [-1.6972, -0.7221, -0.1102]],
  "lowdin_charge": [-0.050, -0.079, 0.002, 0.001, -0.176, -0.163, 0.057, -0.101, -0.071, -0.083, -0.068, 0.073, 0.098, 0.094, 0.101, 0.125, 0.119, 0.127, 0.084, 0.121, 0.099, 0.117, 0.169, 0.109, 0.152, 0.144]
}

***

What did the second record say?
{
  "formula": "C5H11N2",
  "method": "ωB97M-V with the def2-TZVPD basis set",
  "homo_lumo_gap_ev": 10.88,
  "charge": 1,
  "smiles": "C[C@H]1[NH2+][C@@]12CN2C",
  "elements": ["C", "C", "N", "C", "C", "N", "C", "H", "H", "H", "H", "H", "H", "H", "H", "H", "H", "H"],
  "xyz": [[-1.8888, -0.0008, 1.1891], [-0.4414, -0.0431, 1.0500], [-0.0043, -1.4764, 0.7683], [0.2406, -0.3994, -0.2336], [0.1478, -0.4156, -1.6987], [1.4023, -0.1816, -0.9594], [2.0008, 1.1250, -0.9055], [-2.4318, -0.7069, 0.6227], [-2.2456, 1.1111, 1.0513], [-1.9862, -0.2288, 2.1915], [0.3005, 0.4567, 1.6092], [0.7082, -1.9823, 1.2415], [-0.7194, -2.0787, 0.6757], [0.2701, -1.3266, -2.4347], [-0.1928, 0.4562, -2.1445], [2.8509, 1.0129, -0.2667], [2.3031, 1.5716, -1.9278], [1.2536, 1.7442, -0.2802]],
  "forces_ev_per_a": [[-0.3373, 4.1742, -0.0944], [1.9249, -1.2219, -3.1898], [2.7406, 1.9401, 0.6062], [-1.0468, -0.9140, -0.7199], [1.8114, -2.5743, -1.1486], [-0.1352, -1.1627, 0.1280], [-1.0521, 1.8038, 0.4008], [-0.4701, -0.4726, -1.0215], [0.3951, -2.3060, 0.0880], [-1.0945, -0.3944, 2.3256], [0.0224, 0.6201, 1.5267], [1.4110, 0.2341, 0.5872], [-3.4610, -2.3289, -1.0356], [-0.8465, 1.6225, 1.9336], [-1.2092, 1.4583, -0.8031], [0.8587, 0.2554, 0.0814], [-0.7689, -0.8536, 1.7777], [1.2574, 0.1197, -1.4423]],
  "lowdin_charge": [-0.005, -0.136, 0.242, -0.349, 0.018, -0.080, -0.052, 0.091, 0.161, 0.072, 0.155, 0.179, 0.118, 0.170, 0.093, 0.074, 0.136, 0.112]
}